(1)
The following is a quantum chemistry calculation of a cluster of 16 separate species, C16H64N32O16 in total, from the OMol25 dataset.

```
128
Properties=species:S:1:pos:R:3:forces:R:3
O 3.73801 0.67889 -1.50063 0.2 0.7 -0.4
O 0.52561 1.31279 0.96864 0.8 -0.1 0.7
O -0.77403 2.39602 -3.21748 0.1 0.3 -0.1
O -2.09125 -3.60176 1.02520 0.6 0.2 0.6
O 1.81032 3.06669 3.31832 0.0 0.7 -0.4
O -4.45983 -1.63310 5.09627 -0.2 -0.3 0.1
O -6.20652 -3.59413 -1.27273 0.5 -0.1 -0.1
O 4.01779 4.52462 -0.45998 0.0 -0.3 -0.3
O -1.55987 5.31013 -0.67419 -0.4 -0.4 0.1
O -3.70840 -0.07611 -3.87642 0.8 -0.2 0.2
O 0.74623 -5.36829 0.96797 0.7 -0.2 0.3
O -0.37114 -0.58383 5.90410 -0.5 0.2 -0.9
O -0.15698 -3.08779 -2.05360 -0.2 0.5 -0.3
O 3.67385 -0.90502 -5.41014 -0.5 0.9 0.2
O -4.41616 1.14400 1.52394 -1.2 0.0 -0.2
O 3.08884 -1.19411 1.75256 0.5 0.2 -0.3
N -1.57088 3.02959 -0.47064 -0.8 0.0 -1.0
N -4.89058 0.46166 4.34024 -0.4 0.8 0.3
N 4.71580 2.47830 -2.55252 -0.1 0.8 -0.5
N -1.00058 0.63592 4.03987 -1.7 -1.1 0.0
N 1.83859 5.06271 -0.14857 0.6 0.0 0.6
N -4.76071 -2.48175 0.04880 -0.1 0.7 0.6
N -0.08488 -4.45606 -3.90869 -0.4 0.7 0.5
N -5.51790 2.56394 0.14129 0.0 -0.5 0.0
N -3.56032 -4.16556 2.59085 -0.3 0.0 -0.5
N 5.47757 0.35445 -2.88035 -0.5 0.9 0.5
N -0.70036 4.31616 1.17994 -0.2 -0.6 0.2
N -4.00954 -4.17840 -1.19839 0.9 -1.9 -1.6
N -1.37856 -3.81865 3.20437 -0.4 -0.5 0.0
N 0.91494 1.09699 5.13093 -0.1 0.7 -0.2
N 2.45745 2.87342 -0.27622 0.0 -0.2 0.6
N 5.34315 -0.70643 1.92148 0.4 -1.4 -0.1
N 1.73137 -0.92047 -6.51517 -0.9 0.9 0.0
N 0.43667 3.44310 -4.86275 -0.8 0.0 -0.7
N 3.60923 4.42567 2.94901 -0.2 -0.1 -0.2
N 0.42892 -5.26233 -1.86375 0.5 -0.8 1.0
N -0.84296 -0.48939 1.17601 0.3 0.6 1.0
N -3.01399 -2.16190 -3.30361 0.3 -0.3 0.1
N -1.62829 -0.37822 -3.04935 0.6 1.3 0.3
N 3.88443 0.95735 1.84851 -2.7 -1.8 -1.1
N -4.07285 -1.10629 2.90743 0.0 0.4 0.0
N 0.79649 -0.57628 -0.33565 0.9 1.1 0.5
N -3.87439 1.17311 -0.65899 -1.3 0.4 -0.4
N 1.78081 -0.22209 -4.34608 -1.4 1.4 0.5
N 3.65819 2.87126 4.59577 1.0 -0.1 0.4
N 1.67339 -3.92915 2.52643 -0.6 -0.4 -0.4
N 1.61539 -3.34216 0.35739 0.3 0.2 0.7
N 1.43313 2.94919 -2.94937 0.5 -0.3 0.6
C -4.49532 -0.83563 4.17498 0.2 0.4 0.4
C 2.85472 4.16425 -0.23909 0.1 0.3 -0.9
C 4.02980 -0.40310 1.77864 1.3 1.2 1.5
C 2.94721 3.43928 3.59236 -0.8 -0.4 0.4
C 1.33240 -4.32841 1.25949 -0.4 0.5 -1.1
C -2.29895 -3.91008 2.21611 1.0 1.0 -0.9
C 2.47738 -0.58534 -5.42468 2.9 -3.5 -1.2
C -5.06250 -3.41888 -0.86323 -1.1 0.1 0.0
C 4.58559 1.18238 -2.27088 -0.2 -2.1 0.6
C -0.20670 0.31477 5.08503 1.8 -0.1 1.0
C -4.65996 1.55285 0.37578 2.3 0.2 0.9
C 0.04083 -4.18353 -2.57244 0.4 -1.0 0.1
C -2.82362 -0.81106 -3.42108 -2.3 -1.1 -1.0
C 0.27323 2.89091 -3.62036 0.3 -0.1 -0.1
C 0.30806 0.12176 0.72326 -3.3 -0.9 -2.1
C -1.35075 4.28529 -0.03649 1.3 0.9 0.2
H 4.56405 4.61140 3.18922 0.0 0.4 -0.2
H -1.72733 -4.14467 4.09121 0.5 0.2 0.3
H -4.26069 -0.36369 2.21278 0.3 -0.9 0.1
H 5.29437 -0.62306 -2.74561 0.4 -0.1 -0.5
H 0.51347 -1.53452 -0.45211 0.2 0.0 -0.4
H 1.60140 -3.41246 -0.64154 -0.4 -0.4 0.0
H -6.11302 2.80291 0.91336 -0.1 0.4 -0.3
H -3.75249 1.92132 -1.31906 0.4 -0.7 -0.6
H 2.21446 3.34981 -3.43443 0.1 0.1 0.3
H -4.91907 1.13630 3.59699 0.2 -0.3 -0.4
H -1.28050 -0.07742 1.98782 0.1 -0.4 -0.2
H 0.38681 -5.28048 -4.22828 0.0 0.2 -0.6
H 6.02590 0.00964 1.77348 0.2 -0.1 0.0
H -3.20428 0.43574 -0.53856 0.2 0.2 0.0
H -0.41201 3.42362 1.55295 0.2 0.3 0.4
H 4.56831 3.24066 4.80557 -0.1 -0.1 0.3
H 1.00175 1.89113 4.49979 0.4 -0.4 0.2
H 1.66423 0.82215 5.73767 -0.3 0.0 0.2
H 0.46701 -6.20038 -2.22370 -0.1 0.2 -0.5
H -0.34037 3.36734 -5.49857 0.1 0.0 0.0
H 1.36503 3.46271 -5.24333 -0.1 0.2 -0.2
H 1.50302 -0.11271 -0.88714 0.2 -0.5 0.0
H -3.76852 -4.75166 3.37919 -0.5 0.1 -0.1
H 2.05755 5.97186 -0.51546 -0.3 0.2 0.4
H -3.91602 -2.08315 2.72956 -0.1 0.1 -0.2
H -5.57171 2.94382 -0.78609 -0.6 0.1 0.2
H 1.17710 0.54550 -4.61927 -0.4 -0.1 1.0
H 0.98410 4.79173 0.32278 -0.1 0.3 -0.6
H 2.17996 -1.20221 -7.36609 0.1 0.1 0.1
H 2.02934 -2.51109 0.74735 0.5 0.1 -0.3
H 1.57911 2.70687 -1.96872 -0.3 0.1 -0.3
H 1.60226 2.59188 0.21288 0.4 -0.3 -0.3
H -0.26232 -3.64679 -4.47979 0.2 -0.3 -0.4
H 5.32054 2.72285 -3.31639 0.0 0.3 0.2
H -0.40823 -3.96917 2.97347 0.1 0.1 0.1
H 2.27759 -0.15368 -3.46966 0.2 0.4 -0.2
H 3.13733 2.15801 -0.54710 -0.3 -0.1 0.7
H -2.34378 -2.71465 -2.79928 0.1 0.0 -0.1
H -1.56025 0.60152 -3.28553 0.9 0.1 0.5
H 2.87737 1.05703 1.74273 0.2 1.6 0.3
H 1.89578 -4.64007 3.19932 0.0 0.3 0.2
H 4.54317 1.64155 2.15144 0.0 0.0 0.1
H -5.20546 0.80483 5.22920 0.1 -0.5 0.2
H -3.03418 -3.98871 -1.03867 -0.2 0.4 0.7
H 0.60437 -5.26705 -0.85299 -0.5 0.4 0.0
H 0.73135 -0.83126 -6.45238 0.0 -0.1 -0.3
H -5.55755 -2.01823 0.45028 0.4 0.3 0.2
H -3.79868 -2.37509 0.33006 -0.2 0.2 0.3
H -0.86700 1.38183 3.38273 0.4 0.1 0.2
H -1.70509 2.98744 -1.47212 0.1 -0.2 0.0
H -0.88535 -0.95014 -2.68399 0.0 0.0 -0.1
H -0.34623 5.17534 1.55580 -0.4 0.0 0.2
H 4.30700 3.20768 -1.97996 0.2 0.1 0.2
H -1.10143 -1.43808 0.94618 0.2 -0.2 0.1
H -1.16916 2.21264 -0.04148 0.2 0.1 0.2
H -4.11042 -4.03724 1.74892 -0.9 -0.7 0.6
H 3.25028 2.25836 5.27487 -0.2 -0.1 -0.2
H 5.63748 -1.65407 2.08807 0.0 0.1 -0.2
H -4.16282 -4.77008 -1.99997 -0.2 0.0 0.1
H 1.95143 -2.96345 2.56836 0.6 -0.1 0.8
H 6.19855 0.77689 -3.43398 0.2 -0.7 -0.2
H -1.72382 -0.05279 3.87025 -0.3 0.4 0.1
H 3.07775 5.01472 2.33185 0.3 0.0 -0.2
H -3.77806 -2.62117 -3.76240 -0.2 0.3 0.2
```
Forces are in eV/Å.

Orbital gap in eV: 8.812
ΔE to the lowest compared entry with this formula, charge and spin in kJ/mol: 195.9
Largest force on an atom in Eh/bohr: 0.09069

(2)
The following is a quantum chemistry calculation of the molecule C19H18ClNO4, from the OMol25 dataset.

```
43
Properties=species:S:1:pos:R:3:forces:R:3
Cl 8.42950 1.80189 0.73917 0.2 0.1 0.1
O 0.03356 -1.87745 0.96273 -0.3 -0.1 -0.2
O -6.94783 -0.24235 -0.39733 0.0 0.3 0.0
O 2.89485 -3.19017 -0.28714 0.2 -0.4 0.0
O 0.50966 0.31712 1.12044 -0.1 -0.1 0.1
N 2.50922 -0.96282 -0.38755 0.0 0.5 -0.2
C -6.25596 1.97085 -0.13656 0.0 -0.1 0.0
C -4.61174 0.22948 0.09652 -0.1 -0.1 0.0
C -2.24789 0.83301 0.60298 0.7 -0.5 0.1
C -1.71515 -0.39678 0.65759 -0.4 0.3 -0.1
C 5.60311 -0.82793 -0.23004 0.0 0.1 0.0
C 6.10039 1.87164 -0.61766 0.2 0.0 0.1
C -3.97901 2.54130 0.34935 0.3 -0.3 0.0
C 4.69622 -0.05770 -0.94953 0.0 0.0 -0.1
C 2.34193 -2.19259 0.12324 -0.6 0.2 0.4
C -6.68765 -1.62562 -0.42286 0.0 -0.2 0.0
C -5.28718 2.92144 0.10924 -0.2 -0.1 0.0
C 6.75107 -0.26308 0.29267 0.0 0.0 0.0
C 4.95295 1.29384 -1.13224 0.0 -0.2 0.0
C 1.36503 -2.23518 1.31204 0.5 -0.1 0.2
C -3.62626 1.19071 0.34637 -0.7 0.4 -0.1
C -5.92231 0.61240 -0.14480 0.1 0.1 0.0
C 6.99345 1.08730 0.09318 -0.2 0.0 -0.1
C -0.29210 -0.57696 0.93474 0.3 0.3 0.1
C 3.43320 -0.69263 -1.47184 0.1 -0.1 0.0
H 7.45521 -0.86215 0.84828 0.1 0.0 0.1
H 3.65912 -1.65595 -1.93743 -0.1 0.2 0.0
H -2.27382 -1.30661 0.51065 -0.2 0.0 0.0
H 4.25420 1.90433 -1.68527 -0.1 0.1 -0.1
H 2.07266 -0.17347 0.07658 0.0 -0.2 0.0
H 1.73274 -1.56405 2.09770 -0.1 -0.1 -0.1
H -6.32095 -1.98356 0.54447 0.0 0.0 0.0
H 5.40317 -1.87863 -0.08201 0.0 -0.1 0.0
H 2.94464 -0.03896 -2.19934 0.1 -0.1 0.0
H 6.30051 2.92143 -0.76403 0.0 0.1 0.0
H -3.22375 3.28816 0.54148 0.1 0.1 0.0
H 1.30986 -3.26111 1.67926 0.1 0.2 -0.1
H -5.55448 3.96730 0.11332 0.0 0.1 0.0
H -4.33667 -0.81177 0.09382 0.0 -0.1 0.0
H -7.64280 -2.09972 -0.64221 0.1 0.0 0.0
H -1.57196 1.66308 0.77395 0.1 0.0 0.0
H -5.96789 -1.88494 -1.20579 0.0 0.0 0.0
H -7.28085 2.24691 -0.32615 -0.1 0.0 0.0
```
Forces are in eV/Å.

Orbital gap in eV: 8.402
ΔE to the lowest compared entry with this formula, charge and spin in kJ/mol: 81.1
Largest force on an atom in Eh/bohr: 0.01710
SMILES string: COc1cccc(/C=C/C(=O)OCC(=O)NCc2ccc(Cl)cc2)c1

(3)
The following is a quantum chemistry calculation of the molecule C19H21N3O4, from the OMol25 dataset.

```
47
Properties=species:S:1:pos:R:3:forces:R:3
O 0.76453 0.50283 -0.69752 0.6 -0.5 0.5
O 4.51230 -0.18647 -1.25158 0.1 0.1 -0.3
O -6.85080 0.71880 -0.24241 0.2 0.1 -0.2
O 3.19537 3.51626 0.43745 -0.1 0.3 -0.3
N 2.96631 -1.02875 0.16669 0.0 -0.2 0.1
N -0.50062 0.84673 -1.06719 -1.1 0.3 -0.4
N -0.58161 -0.45473 0.73823 0.4 -0.2 0.2
C -2.72657 0.36442 -0.19504 -0.6 0.0 0.0
C -3.46760 -0.27628 0.79262 0.3 0.2 -0.3
C -1.28576 0.26591 -0.19463 1.2 0.1 -0.2
C 2.86598 2.68130 -1.83639 -0.1 0.1 0.2
C 1.86873 -0.79308 1.07119 0.1 0.3 0.0
C 1.81760 -2.72716 -1.21407 0.2 0.1 0.0
C 3.44055 -3.40586 0.60230 0.0 0.2 -0.2
C -5.50644 0.55691 -0.16538 0.2 0.0 0.0
C -3.38924 1.10511 -1.17676 0.0 -0.1 0.2
C -7.66596 0.11059 0.73127 -0.1 -0.1 0.2
C 0.65060 -0.27285 0.38440 -0.8 0.0 0.1
C -4.75994 1.19844 -1.16070 -0.2 0.0 0.1
C 3.08030 -2.35082 -0.44199 0.2 -0.4 -0.2
C 3.53479 3.05995 1.65628 0.2 -0.7 0.6
C 3.75523 1.72073 1.62175 -0.1 0.5 0.1
C 3.53562 1.32351 0.26945 0.0 0.8 -0.3
C 3.21208 2.46962 -0.40960 0.1 -1.0 -0.2
C 3.71729 -0.01147 -0.34771 0.1 0.2 0.0
C -4.84579 -0.18381 0.81199 -0.4 0.0 0.0
H 3.71821 -4.32922 0.10161 0.0 -0.1 0.0
H 2.60349 -3.62071 1.26362 -0.1 -0.1 0.1
H -7.56637 -0.97927 0.71498 0.0 0.0 0.0
H -5.39448 -0.68995 1.59048 -0.1 0.0 0.0
H 4.28457 -3.07054 1.19990 0.1 0.0 0.1
H 4.07336 1.10029 2.43583 0.1 -0.1 0.2
H -2.94854 -0.84676 1.54704 0.0 -0.1 0.1
H -7.43813 0.48286 1.73503 0.0 0.0 0.0
H -8.68756 0.38209 0.47048 0.1 0.0 0.1
H 1.58378 -1.96010 -1.94905 -0.1 0.0 -0.1
H 1.79465 2.55498 -1.99370 -0.1 0.0 0.0
H 3.39362 1.95113 -2.44385 0.0 0.0 0.0
H -2.80840 1.59821 -1.93977 0.0 0.1 -0.1
H -5.29128 1.76551 -1.90843 -0.1 0.1 -0.1
H 0.96492 -2.84974 -0.54812 -0.1 0.0 0.1
H 1.60078 -1.71884 1.58245 0.0 0.1 0.0
H 3.91139 -2.25533 -1.14895 -0.2 0.0 0.2
H 1.97803 -3.66541 -1.73868 0.0 -0.1 0.0
H 3.58890 3.77488 2.45274 0.0 0.2 0.0
H 2.15676 -0.06123 1.83257 -0.1 -0.2 -0.1
H 3.14534 3.68736 -2.13882 0.0 0.0 -0.1
```
Forces are in eV/Å.

Orbital gap in eV: 9.200
ΔE to the lowest compared entry with this formula, charge and spin in kJ/mol: 337.2
Largest force on an atom in Eh/bohr: 0.02396
SMILES string: COc1ccc(-c2noc(CN(C(=O)c3ccoc3C)C(C)C)n2)cc1